Here is a structure of composition C39H31AsF7N12O2RbS2 from the OMol25 dataset. Energies are from wB97M-V/def2-TZVPD.

The geometry in XYZ format:
```
95
C39H31AsF7N12O2RbS2 wB97M-V/def2-TZVPD
Rb -0.84734 0.22406 -1.20428
O 7.08677 -0.78522 -0.36089
C 6.53586 -0.43484 0.70577
O 6.90092 -0.56659 1.88014
C 5.12188 0.16446 0.51582
C 4.23450 0.24369 1.57578
C 2.90389 0.56554 1.33152
N 2.42387 0.80076 0.10626
C 3.29253 0.78885 -0.90839
C 4.64522 0.50288 -0.73955
C 2.75811 0.95050 -2.29154
C 3.44771 1.66608 -3.26163
C 2.93038 1.71629 -4.54799
C 1.74752 1.05313 -4.82358
C 1.13206 0.37490 -3.78290
N 1.62254 0.30949 -2.55090
C 1.93813 0.62012 2.47026
C 2.14815 -0.15394 3.61410
C 1.25193 -0.07209 4.66218
C 0.16545 0.78089 4.54872
C 0.03429 1.50803 3.37597
N 0.88590 1.43234 2.35856
H 4.61484 0.03160 2.56497
H 5.31658 0.43126 -1.58481
H 4.36280 2.18283 -3.00672
H 3.44445 2.27699 -5.31846
H 1.28541 1.08306 -5.79946
H 0.18056 -0.11720 -3.95525
H 2.99627 -0.82056 3.66998
H 1.39995 -0.66578 5.55558
H -0.56048 0.88753 5.34377
H -0.80488 2.18200 3.23797
C 0.02188 -4.43888 2.22885
C -1.16838 -3.66122 2.61900
N -2.26722 -4.15110 3.16491
N -3.06354 -3.10773 3.33640
C -2.51405 -1.94305 2.92947
S -3.14722 -0.41183 3.02884
N -1.29082 -2.32257 2.45795
N -0.32669 -1.49850 1.94905
H -0.10376 -5.46157 2.57395
H 0.91970 -4.00186 2.66946
H 0.13892 -4.42905 1.14582
H -4.00275 -3.21555 3.68414
H 0.09521 -1.89725 1.08207
H -0.73952 -0.58661 1.76066
F -2.94756 -1.04055 0.20823
As -3.59678 -2.40756 -0.69433
F -4.68673 -1.35534 -1.50307
F -4.74699 -2.67301 0.58422
F -4.14676 -3.77028 -1.58316
F -2.46527 -3.44141 0.17398
F -2.33377 -2.06252 -1.84024
S -3.83239 6.27262 -0.42256
C -3.15616 4.69660 0.03444
C -1.82262 4.56071 0.39411
C -1.34320 3.29458 0.68828
N -2.10913 2.20303 0.63857
C -3.37914 2.34381 0.27596
C -3.95316 3.56802 -0.03237
C -3.99539 7.08769 1.12575
C -4.31844 8.44447 1.08875
C -4.50805 9.11794 2.27981
N -4.39459 8.55707 3.48401
C -4.07752 7.26693 3.50295
C -3.87186 6.48950 2.37285
H -1.16497 5.41863 0.42176
H -0.30097 3.12900 0.93692
H -3.96429 1.43200 0.21117
H -4.99149 3.63634 -0.32427
H -4.41594 8.96703 0.14600
H -4.76371 10.17175 2.26549
H -3.98241 6.81367 4.48397
H -3.62142 5.44322 2.47320
N 9.15640 -5.02008 -2.87992
C 8.08285 -4.68719 -2.64080
C 6.73123 -4.30691 -2.32914
C 6.45726 -3.13252 -1.62926
C 5.13812 -2.80591 -1.36384
C 4.10454 -3.64111 -1.76668
C 4.38254 -4.81845 -2.45284
C 5.69458 -5.14202 -2.74003
N 2.74989 -3.31200 -1.47247
C 1.62485 -3.85329 -2.06460
C 0.55754 -3.36273 -1.38362
N 0.99746 -2.51352 -0.39571
C 2.30516 -2.49799 -0.47706
H 7.23272 -2.45954 -1.27392
H 4.93660 -1.87756 -0.85085
H 3.58797 -5.48651 -2.75160
H 5.92210 -6.05197 -3.27863
H 1.68292 -4.50199 -2.91806
H -0.49306 -3.52894 -1.54929
H 2.96309 -1.93329 0.16365
F -1.10642 1.98955 -2.96632
```

Properties
Multiplicity = 2
E_HOMO (spin up / spin down) = -5.94 / -5.94 eV
Total charge = -1
ΔE to the lowest compared entry with this formula, charge and spin = 28.5 kcal per mole

Here is a structure of composition C39H31AsN4ORhS from the OMol25 dataset. Energies are from wB97M-V/def2-TZVPD.

The geometry in XYZ format:
```
78
C39H31AsN4ORhS wB97M-V/def2-TZVPD
Rh -0.80828 0.64324 0.71233
C 3.02662 0.30013 2.44174
C 1.58430 0.18215 2.11255
N 1.09136 0.69394 0.92736
N 1.83594 1.41815 0.05654
C 1.05138 1.94313 -0.85544
O -0.25107 1.83128 -0.81384
C 1.64873 2.64936 -2.00567
C 0.84169 3.02719 -3.07317
C 1.40531 3.62557 -4.18985
C 2.77291 3.85292 -4.24505
C 3.58008 3.48460 -3.17498
C 3.02223 2.88357 -2.05900
C 0.62208 -0.46856 2.90272
C 0.90829 -1.14493 4.11281
C -0.10469 -1.74998 4.80861
C -1.41971 -1.70244 4.32269
C -1.65861 -1.02844 3.14248
N -0.69026 -0.42660 2.45482
H 3.47677 1.10017 1.86061
H 3.55078 -0.63024 2.19463
H 3.18106 0.49761 3.50245
H -0.22189 2.83613 -3.02997
H 0.77417 3.91365 -5.02052
H 3.21148 4.32087 -5.11680
H 4.64600 3.66821 -3.20988
H 3.64506 2.59034 -1.22506
H 1.92535 -1.18054 4.47720
H 0.11334 -2.26385 5.73543
H -2.23617 -2.17474 4.84765
H -2.64920 -0.95433 2.71175
S -2.25892 -0.59887 -0.59144
C -2.17792 -2.30707 -0.18134
C -3.34678 -3.04278 0.01207
C -3.27361 -4.39897 0.28312
C -2.04629 -5.04792 0.35952
C -0.87750 -4.33376 0.15309
C -0.95012 -2.97410 -0.13145
As 0.59173 -1.88026 -0.40762
C 0.83660 -1.45918 -2.25386
C 1.91326 -0.65620 -2.61983
C 2.05776 -0.27191 -3.94441
C 1.13514 -0.69030 -4.89175
C 0.06225 -1.49210 -4.52135
C -0.09714 -1.87383 -3.19952
C 2.10509 -2.90193 0.19160
C 3.17635 -3.17204 -0.65595
C 4.25020 -3.91545 -0.18777
C 4.25815 -4.38505 1.11758
C 3.18760 -4.11780 1.96186
C 2.11306 -3.37375 1.50329
H -4.30683 -2.54627 -0.04362
H -4.18685 -4.95724 0.44296
H -2.00276 -6.10737 0.57193
H 0.08453 -4.82812 0.20295
H 2.62248 -0.30665 -1.87907
H 2.88064 0.37198 -4.22676
H 1.24734 -0.38519 -5.92389
H -0.65629 -1.81533 -5.26272
H -0.94282 -2.48425 -2.90760
H 3.17293 -2.81506 -1.67784
H 5.07916 -4.13174 -0.84836
H 5.09791 -4.96440 1.47776
H 3.18857 -4.49221 2.97720
H 1.27688 -3.17539 2.16406
N -2.49925 2.03252 1.31823
C -3.20318 2.93776 1.33866
C -4.07298 4.07239 1.35861
C -4.20325 4.83311 0.19577
C -5.03915 5.93568 0.20738
C -5.73169 6.26984 1.36351
C -5.59666 5.50766 2.51618
C -4.76491 4.40175 2.52278
H -3.65451 4.55821 -0.69453
H -5.15014 6.53541 -0.68538
H -6.38360 7.13324 1.36641
H -6.14001 5.77640 3.41147
H -4.64952 3.79902 3.41300
```

Properties
Multiplicity = 5
E_HOMO (spin up / spin down) = -8.59 / -10.14 eV
Total charge = +1
ΔE to the lowest compared entry with this formula, charge and spin = 20.7 kcal per mole

Here is a structure of composition C39H31CdCl2F3NO6S from the OMol25 dataset. Energies are from wB97M-V/def2-TZVPD.

The geometry in XYZ format:
```
84
C39H31CdCl2F3NO6S wB97M-V/def2-TZVPD
Cd 12.50845 9.37595 12.32016
O 10.63319 7.75869 12.95548
C 9.36474 8.45478 12.84207
C 9.47338 9.94912 12.31005
O 8.38554 10.50710 12.19551
O 10.59332 10.46219 12.08558
C 8.50156 7.59794 11.93924
C 7.67383 6.62215 12.55178
C 6.80092 5.88521 11.79344
C 6.60867 6.11719 10.43046
C 7.47882 7.02142 9.78327
C 8.44376 7.69318 10.55686
C 8.85634 8.60494 14.25584
C 9.55942 8.48781 15.39095
C 8.91590 8.57848 16.64385
C 7.53428 8.68927 16.75977
C 6.82805 8.98398 15.56454
C 7.46402 8.92212 14.29198
H 10.94380 7.55220 12.07479
H 7.82167 6.38053 13.60856
H 6.16555 5.16278 12.35448
H 5.76801 5.72613 9.82945
H 7.44040 7.20820 8.71895
H 9.09486 8.37192 10.05390
H 10.59526 8.22987 15.32606
H 9.59449 8.61361 17.51171
H 7.07486 8.64026 17.74010
H 5.77542 9.01419 15.67543
H 6.98908 9.01470 13.31271
F 12.34189 8.80655 21.91415
C 13.06365 9.87418 21.38846
F 12.39630 11.01238 21.82289
F 14.30902 9.97791 21.99711
C 13.07051 9.86674 19.86740
C 12.56340 8.72511 19.17764
C 12.42578 8.77237 17.80156
C 12.78594 9.88456 17.05852
C 13.25620 11.00855 17.76619
C 13.23378 11.09447 19.15412
C 12.77404 9.90220 15.62836
C 12.55489 9.88885 14.41556
H 12.27411 7.87242 19.74186
H 12.08789 7.84733 17.32414
H 13.59196 11.90180 17.20760
H 13.41151 12.04868 19.65985
C 14.29090 8.88997 8.69069
S 12.88374 7.73160 9.11958
C 13.68839 6.27870 9.66373
O 12.12981 8.09574 10.37018
H 15.11953 8.82710 9.44269
H 13.89455 9.86401 8.75708
H 14.64240 8.70446 7.65372
H 13.93106 6.33969 10.74730
H 14.59832 6.11403 9.04497
H 12.96226 5.48235 9.46304
Cl 17.63469 10.54452 7.95955
C 17.38634 11.90134 9.02273
C 16.55943 12.95249 8.51984
C 16.54036 14.17132 9.20647
C 17.29167 14.40996 10.38496
C 18.04609 13.34941 10.89208
Cl 18.88438 13.47104 12.35505
C 18.09232 12.11178 10.21477
N 19.01882 11.14384 10.63479
C 18.74866 9.76886 10.55061
C 19.66669 8.88782 9.98728
C 19.38508 7.52818 9.71382
C 18.12114 7.06224 10.11328
C 17.25911 7.84139 10.91894
C 17.59884 9.20742 11.13322
C 16.75386 9.93970 12.13365
C 15.25318 9.84623 11.93449
O 14.69039 10.91423 11.67160
O 14.69082 8.70544 12.07171
H 15.97105 12.70384 7.57023
H 15.98473 15.03851 8.72102
H 17.33168 15.32520 11.02550
H 19.94711 11.38574 10.91756
H 20.62626 9.24221 9.64682
H 20.09646 6.97684 9.10796
H 17.82727 6.03265 9.99841
H 16.34176 7.49356 11.35255
H 17.17205 11.00972 12.21184
H 17.03957 9.68160 13.13505
```

Properties
E_HOMO = -5.60 eV
Total charge = -1
ΔE to the lowest compared entry with this formula, charge and spin = 31.5 kcal per mole

Here is a structure of composition C39H31F10N4OPS2Sc from the OMol25 dataset. Energies are from wB97M-V/def2-TZVPD.

The geometry in XYZ format:
```
89
C39H31F10N4OPS2Sc wB97M-V/def2-TZVPD
Sc -0.83452 -0.25565 -0.63645
C -2.51910 -3.34252 1.28525
C -2.31715 -2.02106 1.95908
N -1.18315 -1.76175 2.48206
N -1.12161 -0.56127 3.18530
C -0.28910 0.30880 2.78125
S 0.76714 0.33333 1.37925
S -0.15187 1.82142 3.71623
C -1.31926 1.52478 5.08151
C -0.70354 0.94868 6.32426
C -0.14513 -0.33000 6.32641
C 0.41933 -0.84690 7.48097
C 0.44192 -0.10281 8.65429
C -0.10857 1.16917 8.66234
C -0.67634 1.68574 7.50451
C -3.45437 -1.06401 1.99800
C -4.59111 -1.36109 2.73322
C -5.63693 -0.45549 2.85730
C -5.52904 0.77488 2.22348
C -4.41236 1.08678 1.46696
C -3.35566 0.17048 1.31433
O -2.32161 0.45513 0.56480
H -1.58876 -3.90580 1.28592
H -2.83472 -3.19510 0.25183
H -3.30108 -3.91178 1.79909
H -2.08299 0.85977 4.67546
H -1.77519 2.48924 5.31094
H -0.16237 -0.90857 5.41152
H 0.84772 -1.84195 7.46278
H 0.88710 -0.51207 9.55332
H -0.09659 1.76328 9.56879
H -1.10421 2.68232 7.51509
H -4.64686 -2.31825 3.24177
H -6.51088 -0.70219 3.44721
H -6.32675 1.50415 2.31894
H -4.32252 2.05330 0.98554
C -3.71500 3.88559 -5.09496
C -3.02919 3.03512 -4.06454
C -3.65439 2.68110 -2.87988
C -2.99425 1.86125 -1.97864
N -1.76415 1.40180 -2.18636
C -1.15416 1.73746 -3.32527
C -1.74594 2.54501 -4.27751
H -4.62469 4.33293 -4.69514
H -3.98868 3.28327 -5.96351
H -3.05828 4.68468 -5.44254
H -4.65914 3.01812 -2.65724
H -3.45685 1.53919 -1.05700
H -0.15867 1.33775 -3.46311
H -1.20613 2.77836 -5.18718
F -2.89601 -1.22240 -1.57654
P -2.76459 -1.91291 -3.09115
F -4.28557 -2.42427 -2.98390
F -2.24811 -3.27382 -2.42753
F -1.23848 -1.32474 -3.11578
F -2.58234 -2.53334 -4.56166
F -3.29133 -0.52344 -3.73727
F -0.48822 -2.12549 -0.55848
C 2.04505 -2.73179 1.13446
C 2.85855 -3.01477 0.03886
C 4.27037 -3.12949 0.16104
C 5.05460 -3.43035 -0.92343
C 4.45940 -3.62899 -2.17988
C 3.06814 -3.50291 -2.33121
C 2.27998 -3.19634 -1.24942
C 5.28059 -3.94946 -3.30214
N 5.94663 -4.21618 -4.20550
H 2.46034 -2.54245 2.11463
H 0.97540 -2.65407 1.01089
H 4.72360 -2.96952 1.13180
H 6.12916 -3.51386 -0.82353
H 2.62100 -3.63956 -3.30743
H 1.20680 -3.07609 -1.34626
F 7.12055 4.36444 -4.17586
C 6.94694 3.04004 -4.37408
F 6.98129 2.85338 -5.71653
F 8.06158 2.43606 -3.89974
C 5.69660 2.51520 -3.75320
C 4.79947 3.36157 -3.11731
C 3.63820 2.84943 -2.56476
C 3.34638 1.48219 -2.63796
C 4.27116 0.64012 -3.27868
C 5.42891 1.14909 -3.82851
C 2.14461 0.95879 -2.08386
C 1.11209 0.53952 -1.58168
H 5.00832 4.42079 -3.05040
H 2.93890 3.50353 -2.06186
H 4.05775 -0.41787 -3.32843
H 6.13193 0.48533 -4.31743
```

Properties
Multiplicity = 2
E_HOMO (spin up / spin down) = -2.55 / -2.87 eV
Total charge = -2
ΔE to the lowest compared entry with this formula, charge and spin = 9.9 kcal per mole

Here is a structure of composition C39H31FIrNO3P2S2 from the OMol25 dataset. Energies are from wB97M-V/def2-TZVPD.

The geometry in XYZ format:
```
80
C39H31FIrNO3P2S2 wB97M-V/def2-TZVPD
Ir 0.22620 1.40690 1.16056
S -0.82028 2.28155 -0.85145
P 0.84960 1.42975 -1.67337
C 1.58368 1.05886 -0.14469
P 2.93467 0.60340 0.83573
S 2.09269 1.15475 2.61955
C 3.26386 -1.15021 0.69539
C 2.30406 -1.99001 0.13417
C 2.54527 -3.35330 0.06517
C 3.73109 -3.87402 0.56315
C 4.68368 -3.03735 1.13122
C 4.45437 -1.67301 1.19860
C 4.43609 1.49310 0.42882
C 5.19856 1.06539 -0.65916
C 6.27396 1.82769 -1.08188
C 6.59081 3.00769 -0.41933
C 5.83650 3.42904 0.66631
C 4.75258 2.67461 1.09310
C 1.85295 2.48731 -2.70832
C 2.71998 3.38832 -2.09086
C 3.48883 4.23942 -2.86586
C 3.38499 4.19964 -4.25032
C 2.51221 3.31296 -4.86617
C 1.74219 2.45393 -4.09800
C 0.52853 -0.10244 -2.55327
C -0.71138 -0.72385 -2.43893
C -0.89769 -1.98683 -2.98480
C 0.14923 -2.62392 -3.63517
C 1.38795 -2.00340 -3.75001
C 1.58175 -0.74333 -3.21045
H 1.37584 -1.58066 -0.24420
H 1.80567 -4.00826 -0.37650
H 3.91543 -4.93892 0.51033
H 5.60538 -3.44840 1.52018
H 5.19978 -1.01854 1.63464
H 4.95462 0.14038 -1.16889
H 6.86910 1.50086 -1.92400
H 7.43595 3.59769 -0.74887
H 6.09179 4.34369 1.18424
H 4.15288 3.00054 1.93383
H 2.79174 3.42339 -1.01025
H 4.16635 4.93529 -2.38950
H 3.98585 4.86699 -4.85399
H 2.43051 3.29154 -5.94444
H 1.06234 1.76089 -4.57698
H -1.51586 -0.21629 -1.92143
H -1.86049 -2.47424 -2.90184
H -0.00048 -3.60803 -4.05972
H 2.20065 -2.50260 -4.26056
H 2.54772 -0.25956 -3.29682
C -6.12851 -0.88644 4.59993
C -6.27784 -0.18897 3.25438
C -7.27248 -0.85722 2.31813
C -6.79556 -2.24920 1.92971
C -5.38571 -2.20231 1.40218
C -4.91173 -3.18091 0.56224
C -3.60711 -3.11800 0.07481
F -3.18938 -4.09734 -0.74401
C -2.75939 -2.09867 0.38644
C -3.22135 -1.07946 1.23460
C -2.35268 0.03592 1.56182
O -1.18680 0.00032 1.02072
C -2.85580 1.03365 2.40081
C -4.14490 0.89250 2.87353
N -4.95497 -0.11616 2.58319
C -4.52389 -1.13688 1.74671
C -2.11853 2.26483 2.91047
O -2.73652 3.04152 3.60826
O -0.86446 2.36945 2.62341
H -7.09929 -0.95726 5.09021
H -5.45790 -0.32584 5.25101
H -5.72469 -1.89289 4.48590
H -6.57783 0.84650 3.41377
H -7.39205 -0.24102 1.42406
H -8.24195 -0.90505 2.81298
H -7.45043 -2.68138 1.17345
H -6.83845 -2.91774 2.79351
H -5.54574 -4.00675 0.26522
H -1.75421 -2.06873 -0.00582
H -4.52158 1.66513 3.53339
```

Properties
Multiplicity = 2
E_HOMO (spin up / spin down) = -10.54 / -10.88 eV
Total charge = +1
ΔE to the lowest compared entry with this formula, charge and spin = 0.0 kcal per mole

The highest ΔE to the lowest compared entry with this formula, charge and spin belongs to which entry? C39H31CdCl2F3NO6S